{"formula": "C10H17NS", "method": "ωB97M-V/def2-TZVPD", "homo_ev": -8.17, "energy_ha": -844.0197, "e_above_lowest_kj_mol": 245.8, "elements": ["C", "C", "C", "C", "C", "C", "C", "C", "C", "C", "N", "S", "H", "H", "H", "H", "H", "H", "H", "H", "H", "H", "H", "H", "H", "H", "H", "H", "H"], "positions_angstrom": [[1.584, 1.148, -0.095], [2.251, -0.130, 0.021], [1.658, 2.429, -0.321], [0.152, -0.135, -0.542], [0.569, 3.335, -0.798], [-1.879, -1.579, -0.427], [-2.011, 0.749, 0.463], [-0.670, -0.911, 1.704], [1.321, -2.426, -0.444], [-1.070, -0.483, 0.235], [1.308, -1.061, -0.340], [3.852, -0.368, 0.297], [2.645, 2.970, -0.140], [-0.056, -0.041, -1.615], [-0.115, 3.601, 0.014], [0.044, 2.898, -1.681], [0.961, 4.312, -1.445], [-2.672, -1.206, -1.068], [-2.396, -2.112, 0.395], [-1.141, -2.426, -0.769], [-1.443, 1.447, 1.193], [-2.249, 1.262, -0.419], [-2.922, 0.558, 0.918], [-0.413, -2.013, 1.797], [-1.603, -0.761, 2.419], [0.307, -0.425, 1.987], [2.368, -2.826, -0.306], [0.749, -2.883, 0.290], [0.870, -2.924, -1.323]], "nbo_charge": [0.014, 0.055, -0.174, 0.005, -0.650, -0.614, -0.584, -0.619, -0.423, -0.139, -0.420, -0.142, 0.234, 0.192, 0.239, 0.228, 0.223, 0.223, 0.217, 0.212, 0.208, 0.204, 0.209, 0.204, 0.222, 0.227, 0.247, 0.196, 0.207]}

---

{"formula": "C2H5O2P", "method": "ωB97M-V/def2-TZVPD", "homo_ev": -9.20, "energy_ha": -570.9865, "e_above_lowest_kj_mol": 127.5, "elements": ["C", "C", "O", "O", "P", "H", "H", "H", "H", "H"], "positions_angstrom": [[0.358, 0.296, 0.196], [-0.795, -0.658, 0.722], [0.759, -0.326, -1.101], [0.909, 2.661, -1.225], [-0.193, 1.682, -1.102], [-0.280, -1.606, 1.077], [-1.479, -0.867, -0.067], [-1.282, -0.291, 1.622], [0.691, -1.226, -1.029], [1.312, 0.335, 0.908]], "nbo_charge": [-0.263, -0.660, -0.760, -0.997, 1.339, 0.208, 0.216, 0.227, 0.480, 0.210]}

---

{"formula": "C7H25N3O6", "method": "ωB97M-V/def2-TZVPD", "homo_ev": -8.32, "smiles": "COCCNCCOC.NC(N)=O.O.O.O", "energy_ha": -897.3589, "elements": ["C", "O", "N", "N", "H", "H", "H", "H", "C", "O", "C", "C", "N", "C", "C", "O", "C", "H", "H", "H", "H", "H", "H", "H", "H", "H", "H", "H", "H", "H", "H", "H", "O", "H", "H", "O", "H", "H", "O", "H", "H"], "positions_angstrom": [[-2.261, -0.052, -2.372], [-1.970, 0.065, -1.164], [-2.633, 0.916, -3.179], [-2.151, -1.174, -3.003], [-2.992, 0.585, -4.063], [-2.832, 1.838, -2.820], [-2.418, -1.143, -3.977], [-2.183, -2.035, -2.475], [2.101, 0.061, 4.366], [1.238, -0.184, 3.230], [0.883, 0.884, 2.325], [0.519, 0.301, 0.973], [1.695, -0.392, 0.383], [1.296, -1.013, -0.892], [2.584, -1.468, -1.624], [2.952, -0.428, -2.485], [4.050, -0.861, -3.217], [2.401, -0.801, 4.962], [1.653, 0.804, 5.027], [3.023, 0.502, 3.985], [1.659, 1.643, 2.225], [0.001, 1.379, 2.729], [0.157, 1.073, 0.295], [-0.205, -0.491, 1.165], [2.066, -1.073, 1.029], [0.855, -0.330, -1.618], [0.551, -1.797, -0.757], [2.173, -2.284, -2.218], [3.305, -1.799, -0.876], [4.370, 0.077, -3.670], [3.775, -1.489, -4.065], [4.854, -1.179, -2.554], [-1.929, 2.882, 1.074], [-2.424, 2.496, 0.352], [-1.161, 3.273, 0.656], [-4.553, 0.547, 3.493], [-4.229, 0.322, 2.621], [-4.974, 1.399, 3.381], [-3.300, -0.100, 1.125], [-3.200, -1.042, 1.267], [-2.748, 0.088, 0.365]], "nbo_charge": [0.771, -0.733, -0.808, -0.798, 0.382, 0.416, 0.377, 0.417, -0.241, -0.575, -0.068, -0.229, -0.638, -0.230, -0.075, -0.529, -0.257, 0.194, 0.168, 0.164, 0.165, 0.188, 0.205, 0.176, 0.362, 0.204, 0.157, 0.153, 0.172, 0.186, 0.168, 0.174, -0.929, 0.468, 0.463, -0.965, 0.491, 0.458, -0.984, 0.470, 0.508]}

---

{"formula": "C30H88N2O18", "method": "ωB97M-V/def2-TZVPD", "homo_ev": -8.86, "energy_ha": -2659.4421, "e_above_lowest_kj_mol": 0.0, "elements": ["C", "C", "O", "H", "H", "H", "H", "H", "H", "C", "C", "O", "H", "H", "H", "H", "H", "H", "C", "C", "O", "H", "H", "H", "H", "H", "H", "C", "C", "O", "H", "H", "H", "H", "H", "H", "C", "C", "O", "H", "H", "H", "H", "H", "H", "C", "C", "O", "H", "H", "H", "H", "H", "H", "C", "C", "O", "O", "H", "H", "H", "H", "H", "H", "C", "C", "O", "O", "H", "H", "H", "H", "H", "H", "C", "C", "O", "O", "H", "H", "H", "H", "H", "H", "C", "C", "O", "O", "H", "H", "H", "H", "H", "H", "C", "C", "O", "O", "H", "H", "H", "H", "H", "H", "C", "C", "C", "O", "C", "N", "H", "H", "H", "H", "H", "H", "H", "H", "H", "H", "H", "C", "C", "C", "O", "C", "N", "H", "H", "H", "H", "H", "H", "H", "H", "H", "H", "H"], "positions_angstrom": [[-6.485, 9.772, 9.810], [-7.424, 10.639, 10.662], [-6.788, 11.274, 11.755], [-7.054, 9.403, 8.941], [-5.995, 8.965, 10.369], [-5.700, 10.407, 9.371], [-8.214, 10.052, 11.137], [-7.901, 11.360, 9.965], [-6.283, 11.986, 11.357], [-8.658, 17.138, 18.396], [-8.781, 17.185, 16.913], [-7.848, 16.401, 16.209], [-7.765, 17.647, 18.708], [-8.724, 16.102, 18.693], [-9.450, 17.674, 18.895], [-8.615, 18.159, 16.489], [-9.811, 16.841, 16.583], [-7.956, 15.516, 16.550], [-14.157, 11.964, 8.517], [-12.676, 11.874, 8.182], [-12.212, 10.573, 8.627], [-14.739, 11.317, 7.877], [-14.682, 12.908, 8.442], [-14.306, 11.626, 9.548], [-12.080, 12.682, 8.712], [-12.344, 11.939, 7.117], [-12.990, 10.009, 8.618], [-10.375, 13.605, 17.630], [-9.073, 12.902, 17.635], [-8.057, 13.735, 16.972], [-10.347, 14.517, 18.234], [-11.194, 12.936, 17.907], [-10.577, 13.840, 16.581], [-9.202, 11.905, 17.136], [-8.646, 12.680, 18.667], [-7.254, 13.227, 17.000], [-10.765, 17.027, 13.425], [-12.207, 16.556, 13.555], [-13.031, 17.658, 13.905], [-10.491, 17.712, 14.233], [-10.685, 17.534, 12.456], [-10.182, 16.120, 13.418], [-12.284, 15.800, 14.349], [-12.630, 16.095, 12.667], [-13.915, 17.303, 14.097], [-3.339, 10.846, 11.151], [-2.567, 11.895, 11.951], [-2.392, 11.545, 13.303], [-3.570, 11.274, 10.182], [-4.276, 10.490, 11.662], [-2.728, 9.964, 11.002], [-3.177, 12.808, 11.989], [-1.647, 12.106, 11.426], [-1.578, 11.062, 13.468], [-11.778, 7.297, 14.891], [-10.843, 8.334, 15.432], [-11.142, 9.684, 15.049], [-13.101, 7.494, 15.339], [-11.546, 6.231, 15.217], [-11.765, 7.299, 13.807], [-9.825, 8.090, 15.046], [-10.778, 8.274, 16.527], [-11.899, 9.933, 15.582], [-13.582, 8.055, 14.723], [-12.534, 16.193, 19.133], [-12.636, 16.410, 17.640], [-13.927, 16.530, 16.991], [-13.399, 15.060, 19.468], [-12.963, 17.070, 19.662], [-11.501, 16.073, 19.460], [-12.158, 15.599, 17.173], [-12.025, 17.316, 17.436], [-14.586, 16.755, 17.684], [-12.920, 14.255, 19.140], [-13.973, 11.837, 17.650], [-14.287, 10.404, 17.272], [-13.092, 9.775, 16.899], [-13.229, 11.924, 18.815], [-14.932, 12.378, 17.824], [-13.536, 12.336, 16.782], [-15.032, 10.390, 16.460], [-14.693, 9.820, 18.124], [-13.309, 8.900, 16.551], [-12.673, 11.165, 18.961], [-15.653, 9.642, 13.494], [-16.209, 8.327, 13.893], [-16.608, 8.436, 15.325], [-14.317, 9.679, 14.015], [-16.261, 10.455, 13.835], [-15.588, 9.685, 12.364], [-15.414, 7.571, 13.792], [-17.080, 7.973, 13.350], [-15.991, 7.926, 15.877], [-13.702, 10.315, 13.522], [-4.098, 14.523, 14.733], [-5.620, 14.545, 14.767], [-6.088, 15.654, 14.000], [-3.643, 13.305, 15.345], [-3.688, 15.396, 15.273], [-3.762, 14.627, 13.686], [-5.935, 14.425, 15.788], [-5.847, 13.559, 14.221], [-6.737, 16.118, 14.532], [-3.328, 12.756, 14.594], [-12.483, 12.536, 14.042], [-11.960, 12.155, 12.636], [-10.436, 12.099, 12.673], [-10.036, 13.450, 12.879], [-8.842, 13.491, 13.594], [-12.490, 10.804, 12.415], [-12.090, 11.825, 14.740], [-13.578, 12.513, 14.000], [-12.096, 13.490, 14.415], [-12.223, 12.784, 11.789], [-10.060, 11.753, 11.717], [-10.087, 11.368, 13.379], [-8.010, 13.004, 13.110], [-9.054, 13.080, 14.596], [-8.635, 14.537, 13.751], [-12.683, 10.568, 11.439], [-11.824, 10.076, 12.759], [-5.784, 16.418, 10.278], [-6.996, 15.625, 10.660], [-7.814, 15.271, 9.365], [-8.387, 16.457, 8.846], [-9.551, 16.814, 9.528], [-6.599, 14.367, 11.303], [-5.243, 16.833, 11.128], [-6.002, 17.264, 9.598], [-5.093, 15.823, 9.716], [-7.751, 16.131, 11.295], [-8.593, 14.531, 9.526], [-7.067, 14.909, 8.664], [-9.320, 17.596, 10.220], [-10.000, 15.936, 10.052], [-10.264, 17.234, 8.819], [-7.427, 14.028, 11.781], [-5.910, 14.597, 12.038]], "mulliken_charge": [-1.218, 0.113, -0.384, 0.424, 0.283, 0.241, 0.292, 0.102, 0.122, -1.202, 0.160, -0.354, 0.348, 0.212, 0.384, 0.521, -0.184, 0.139, -1.115, 0.123, -0.516, 0.401, 0.353, 0.193, 0.004, 0.282, 0.296, 0.976, -0.637, -0.392, -0.238, -0.421, -0.194, 0.257, 0.410, 0.158, -0.383, 0.312, -0.616, 0.303, 0.230, -0.242, -0.254, 0.339, 0.322, -0.939, 0.065, -0.554, 0.286, 0.135, 0.448, -0.038, 0.362, 0.285, -0.530, -0.553, 0.040, -0.625, 0.329, 0.257, 0.398, 0.312, 0.039, 0.051, -0.634, 1.231, -0.517, -0.556, 0.412, 0.221, -0.886, 0.139, 0.313, 0.303, 0.092, -0.187, -0.543, -0.606, 0.394, -0.270, 0.129, 0.311, 0.282, 0.323, -0.308, -0.711, -0.556, 0.089, 0.344, 0.222, 0.273, 0.376, 0.329, 0.312, -0.693, 0.639, -0.446, -0.594, 0.307, 0.262, 0.149, -0.172, 0.268, 0.346, -0.671, 0.296, -1.340, 0.705, -0.738, -0.343, -0.592, 0.609, 0.138, 0.542, 0.134, 0.530, 0.211, 0.026, 0.284, 0.186, 0.151, -1.785, 1.486, -0.900, -0.449, -0.623, -0.286, 0.372, 0.391, 0.399, -0.079, 0.357, 0.428, 0.276, 0.197, 0.357, -0.256, -0.112]}

---

no.,HOMO-LUMO gap (Eh)
1,0.30503
2,0.34092
3,0.30868
4,0.33954